Run 1
# C38H76O14

C38H76O14 as an isolated structure (ωB97M-V/def2-TZVPD, OMol25).

The geometry in ORCA input format:
```
! wB97M-V def2-TZVPD RIJCOSX def2/J DEFGRID3
* xyz 0 1
O 1.233 5.007 -0.481
C 2.384 4.934 -0.864
O 2.850 3.954 -1.733
C 1.965 2.878 -2.149
C 2.694 1.834 -2.941
C 3.568 5.752 -0.102
H 1.331 3.395 -2.860
H 1.390 2.578 -1.361
H 3.445 2.126 -3.688
H 2.051 1.150 -3.209
H 3.323 1.352 -2.273
H 4.079 6.105 -0.899
H 4.308 5.350 0.549
H 3.257 6.612 0.569
O 3.869 0.521 0.567
C 4.423 0.906 1.561
O 3.907 1.841 2.437
C 2.626 2.341 2.336
C 2.503 3.633 3.168
C 5.860 0.556 1.826
H 1.752 1.661 2.474
H 2.407 2.721 1.200
H 1.472 3.986 3.096
H 3.005 4.473 2.646
H 2.959 3.601 4.108
H 6.232 1.054 2.644
H 6.660 0.507 1.131
H 5.850 -0.376 2.332
C 2.379 -3.898 2.178
C 2.083 -2.522 1.766
O 0.809 -2.240 1.379
C 3.192 -1.357 1.732
H 3.211 -4.311 1.825
H 1.623 -4.680 1.794
H 2.446 -4.139 3.248
H 2.865 -0.297 1.452
H 4.118 -1.922 1.355
H 3.666 -1.430 2.647
C -5.276 -1.992 0.546
C -4.483 -2.857 -0.395
O -3.819 -2.455 -1.479
C -4.313 -4.344 0.064
H -6.329 -2.385 0.818
H -5.203 -0.814 0.305
H -4.822 -2.029 1.569
H -4.003 -5.010 -0.797
H -5.426 -4.819 0.405
H -3.637 -4.510 0.851
C 0.327 0.040 -0.113
C -1.132 0.400 -0.582
O -1.382 1.343 -1.417
C -2.257 -0.413 0.089
H 0.447 -0.833 0.399
H 0.945 0.846 0.436
H 0.975 -0.008 -0.926
H -2.436 -1.337 -0.396
H -3.133 0.294 -0.358
H -2.303 -0.406 1.123
C 2.643 -1.290 -1.922
C 2.901 -2.608 -2.677
O 2.662 -2.792 -3.904
C 3.258 -3.779 -1.740
H 3.455 -1.149 -1.216
H 2.012 -1.259 -1.141
H 2.686 -0.499 -2.520
H 2.392 -4.271 -1.365
H 3.961 -3.536 -0.946
H 3.567 -4.615 -2.454
C -3.097 3.476 -2.324
C -2.253 4.512 -3.028
O -2.897 5.400 -3.907
C -0.791 4.642 -2.609
H -3.355 3.555 -1.378
H -2.517 2.673 -2.009
H -3.952 3.282 -2.842
H -0.286 5.636 -3.066
H -0.463 3.725 -2.769
H -0.666 4.739 -1.588
C -3.208 -0.429 -3.748
C -3.582 -1.284 -4.910
O -2.728 -2.032 -5.511
C -5.064 -1.235 -5.347
H -3.359 0.638 -4.120
H -2.336 -0.378 -3.409
H -3.916 -0.650 -2.920
H -5.279 -1.761 -6.186
H -5.563 -0.228 -5.686
H -5.648 -1.535 -4.485
C -0.997 -3.864 2.729
C -1.353 -2.399 2.825
O -1.921 -1.961 4.030
C -1.289 -1.498 1.678
H -1.656 -4.177 2.102
H -1.019 -4.525 3.624
H -0.066 -4.051 2.208
H -1.716 -0.549 1.984
H -1.688 -2.058 0.704
H -0.075 -1.567 1.744
C -0.570 2.930 0.800
C -1.882 3.735 1.230
O -1.962 4.942 0.791
C -2.841 2.974 2.160
H -0.061 2.496 1.509
H 0.161 3.601 0.346
H -0.631 2.034 -0.023
H -3.496 3.496 2.496
H -2.224 2.524 3.116
H -3.359 1.961 1.842
C 2.767 0.722 3.320
C 1.258 1.053 3.089
O 0.782 1.166 1.839
C 0.382 0.968 4.303
H 2.771 -0.104 4.064
H 3.291 1.838 3.733
H 3.197 0.608 2.518
H 0.268 -0.098 4.632
H -0.471 1.437 3.953
H 0.758 1.778 5.016
C -1.111 -4.791 -0.044
C -1.311 -4.683 -1.564
O -1.004 -5.728 -2.319
C -1.996 -3.334 -2.131
H -0.492 -5.692 0.084
H -2.275 -5.060 0.307
H -0.807 -3.846 0.611
H -1.362 -2.588 -2.371
H -2.904 -3.182 -1.627
H -2.212 -3.826 -3.179
*
```

Calculated values
E_LUMO, eV: -1.4
Orbital gap, eV: 7.153

***

Run 2
# C38H76O14

A 12-piece molecular cluster, C38H76O14 overall (ωB97M-V/def2-TZVPD, OMol25).

The geometry in ORCA input format:
```
! wB97M-V def2-TZVPD RIJCOSX def2/J DEFGRID3
* xyz 0 1
O 1.539 1.061 -4.899
C 2.235 1.514 -4.003
O 3.505 1.188 -3.774
C 4.122 0.154 -4.535
C 3.621 -1.194 -4.126
C 1.753 2.577 -3.037
H 5.123 0.153 -4.604
H 3.903 0.453 -5.487
H 4.097 -2.064 -4.654
H 2.542 -1.281 -4.108
H 3.863 -1.263 -3.051
H 1.758 2.009 -2.194
H 0.784 2.967 -3.461
H 2.361 3.532 -2.902
O -2.542 -2.189 4.742
C -2.697 -3.473 4.703
O -2.029 -4.454 4.116
C -0.930 -4.083 3.330
C -0.469 -5.208 2.391
C -3.611 -4.143 5.801
H -0.038 -3.847 3.810
H -1.128 -3.333 2.480
H -1.275 -5.428 1.751
H -0.107 -6.068 2.999
H 0.327 -5.011 1.772
H -4.301 -4.753 5.460
H -4.070 -3.388 6.611
H -3.129 -4.814 6.357
C 5.448 1.039 -0.454
C 4.894 2.345 0.093
O 4.493 2.475 1.333
C 4.913 3.587 -0.668
H 6.351 1.270 -1.175
H 4.583 0.715 -1.261
H 5.677 0.412 0.353
H 5.622 4.221 -0.653
H 3.923 3.940 -0.650
H 4.986 3.101 -1.564
C -0.135 -3.229 -4.155
C 0.718 -3.051 -5.462
O 1.764 -3.952 -5.778
C 0.482 -2.010 -6.452
H 0.286 -2.417 -3.323
H 0.301 -4.208 -3.704
H -1.270 -3.193 -4.457
H -0.580 -2.114 -6.462
H 1.045 -2.194 -7.293
H 0.486 -1.008 -5.952
C 1.968 4.894 2.171
C 0.941 5.984 2.602
O 0.188 6.673 1.667
C 0.602 6.167 4.093
H 2.997 5.218 2.633
H 2.121 5.152 1.046
H 1.826 3.903 2.493
H -0.291 6.845 4.064
H 1.450 6.875 4.456
H 0.714 5.105 4.603
C 1.431 -1.906 0.945
C 2.151 -0.844 1.659
O 1.894 -0.601 2.987
C 3.195 -0.076 1.005
H 1.413 -2.709 1.523
H 1.996 -2.361 0.105
H 0.605 -1.540 0.425
H 4.194 -0.507 1.150
H 3.191 0.950 1.544
H 2.910 0.092 -0.093
C -1.441 -5.391 -2.469
C -0.986 -4.365 -1.454
O 0.347 -4.397 -1.058
C -2.012 -3.366 -0.852
H -2.246 -6.027 -1.815
H -0.811 -6.193 -2.630
H -1.921 -5.053 -3.322
H -2.570 -3.125 -1.685
H -1.477 -2.639 -0.359
H -2.639 -3.802 -0.135
C -4.645 -1.588 2.348
C -4.003 -0.501 1.624
O -4.215 -0.093 0.408
C -2.838 0.342 2.354
H -3.963 -2.382 2.466
H -5.772 -1.829 1.998
H -4.696 -1.428 3.392
H -2.110 -0.263 2.884
H -3.375 0.698 3.355
H -2.236 0.995 1.801
C -2.466 4.840 0.118
C -2.452 3.390 -0.418
O -1.898 2.977 -1.570
C -3.206 2.375 0.408
H -3.396 5.148 0.397
H -2.039 5.622 -0.550
H -1.643 4.981 1.026
H -2.809 1.571 0.153
H -4.369 2.118 0.237
H -3.300 2.902 1.482
C -0.526 -0.877 -0.440
C 0.771 0.000 -0.200
O 1.719 -0.078 -0.892
C 0.548 0.995 0.930
H -0.821 -1.169 0.671
H -0.362 -1.983 -0.780
H -1.164 -0.429 -1.132
H 1.475 1.639 0.946
H 0.578 0.375 1.855
H -0.362 1.553 0.813
C -3.075 1.213 -6.175
C -3.654 0.792 -4.811
O -4.977 0.768 -4.584
C -2.658 0.259 -3.725
H -3.872 0.821 -6.936
H -2.232 0.752 -6.476
H -2.821 2.173 -6.012
H -3.008 -0.052 -2.603
H -2.098 1.112 -3.565
H -2.275 -0.782 -3.887
C -0.205 2.088 4.683
C 0.642 1.944 5.845
O 0.504 2.769 6.823
C 1.321 0.555 6.007
H -0.096 1.337 3.782
H -0.249 3.057 4.090
H -1.239 1.996 4.734
H 1.905 0.631 7.078
H 2.159 0.607 5.170
H 0.576 -0.240 5.775
*
```

Calculated values
SMILES: CCOC(C)=O.CCOC(C)=O.CC(C)=O.CC(C)=O.CC(C)=O.CC(C)=O.CC(C)=O.CC(C)=O.CC(C)=O.CC(C)=O.CC(C)=O.CC(C)=O
E_LUMO, eV: -0.1
Orbital gap, eV: 9.347

***

Quick one: least stable of them? run 1